Run 1
One molecule with the formula C4H8N4. Source: the Open Molecules 2025 dataset; level of theory: ωB97M-V/def2-TZVPD.

Last column: Mulliken charge in e.
Geometry (Å):
1 C -1.11 -0.94 1.66  -0.67
2 C -1.04 0.33 1.26  -0.07
3 N -0.90 0.84 -0.05  0.35
4 N -1.45 2.03 -0.46  -0.82
5 C 0.10 0.41 -0.82  -0.14
6 N 0.64 -0.78 -0.69  0.04
7 N 1.64 -0.90 -1.55  -0.66
8 C 2.66 -1.51 -1.18  -0.32
9 H -1.02 -1.86 1.00  0.25
10 H -1.32 -1.12 2.70  0.27
11 H -1.44 1.12 2.01  0.25
12 H -2.40 2.03 -0.16  0.28
13 H -1.02 2.77 0.06  0.24
14 H 0.37 1.03 -1.67  0.45
15 H 2.90 -1.67 -0.12  0.31
16 H 3.40 -1.79 -1.98  0.24

Results
Lowest unoccupied orbital energy   0.86 eV
Frontier orbital gap   8.8 eV

Run 2
C4H8N4 as an isolated structure. Source: the Open Molecules 2025 dataset; level of theory: ωB97M-V/def2-TZVPD.

Last column: Mulliken charge in e.
Geometry (Å):
1 C -3.84 -0.05 0.06  -0.59
2 C -0.23 -0.62 -0.29  -0.08
3 C 0.46 0.53 -0.10  -0.17
4 C 4.04 -0.37 0.01  -0.35
5 H -4.60 -0.15 -0.80  0.27
6 H -4.11 1.20 0.39  0.20
7 H -4.04 -0.68 1.26  0.27
8 H 0.40 -1.59 -0.47  0.30
9 H 0.05 1.52 0.30  0.16
10 H 2.04 1.60 0.42  0.32
11 H 4.68 0.42 -0.54  0.26
12 H 4.46 -1.46 -0.16  0.20
13 N -2.37 0.10 -0.43  -0.14
14 N -1.59 -0.71 0.25  -0.22
15 N 1.94 0.62 -0.06  0.00
16 N 2.73 -0.35 0.15  -0.43

Results
Lowest unoccupied orbital energy   0.38 eV
Frontier orbital gap   8.5 eV

Name the most stable of them. run 1.

Run 1
One molecule with the formula C4H8N4. Source: the Open Molecules 2025 dataset; level of theory: ωB97M-V/def2-TZVPD.

Last column: Mulliken charge in e.
Geometry (Å):
1 N -1.31 -0.02 -0.62  -0.07
2 C -0.89 -0.52 0.55  0.48
3 N -2.53 0.57 -0.61  -0.58
4 C 0.78 -0.13 -1.07  0.01
5 C 1.42 -0.79 1.24  -0.40
6 C 1.71 0.80 -1.31  -0.79
7 N 0.53 -0.69 0.30  0.13
8 N -1.50 -0.51 1.67  -0.81
9 H -2.78 0.99 0.28  0.22
10 H -2.69 1.10 -1.45  0.23
11 H -0.96 -0.79 2.47  0.18
12 H 0.37 -0.74 -1.86  0.30
13 H 2.46 -0.69 0.99  0.35
14 H 1.11 -0.90 2.26  0.18
15 H 2.17 1.39 -0.53  0.31
16 H 2.12 0.91 -2.30  0.24

Results
Lowest unoccupied orbital energy (alpha / beta)   0.14 / -0.54 eV
Frontier orbital gap (alpha / beta)   7.7 / 6.0 eV

Run 2
C4H8N4 as an isolated structure. Source: the Open Molecules 2025 dataset; level of theory: ωB97M-V/def2-TZVPD.

Last column: Mulliken charge in e.
Geometry (Å):
1 C -2.25 0.29 0.08  -0.98
2 C -0.90 -0.24 0.14  0.44
3 C -0.38 -1.56 -0.11  -0.44
4 C 0.33 0.73 0.19  0.38
5 H -2.90 0.34 1.12  0.23
6 H -2.23 1.14 -0.74  0.36
7 H -2.86 -0.67 -0.30  0.24
8 H -0.64 -2.55 -0.63  0.29
9 H 1.47 -1.93 -0.48  0.32
10 H 2.19 1.65 -0.29  0.41
11 H 3.57 -0.17 0.61  0.25
12 H -0.58 2.30 -0.23  0.21
13 N 1.00 -1.58 0.31  -0.27
14 N 1.38 -0.14 0.52  0.10
15 N 2.48 0.38 -0.33  -0.72
16 N 0.32 1.99 0.13  -0.83

Results
Lowest unoccupied orbital energy   0.44 eV
Frontier orbital gap   8.8 eV

Name the most stable of them. run 1.

Run 1
One molecule with the formula C4H8N4. Source: the Open Molecules 2025 dataset; level of theory: ωB97M-V/def2-TZVPD.

Last column: Mulliken charge in e.
Geometry (Å):
1 C -1.72 -1.14 0.29  -0.88
2 N -0.36 -1.24 -0.27  -0.18
3 C 0.73 -0.42 -0.05  0.58
4 N 1.89 -0.98 -0.26  -0.63
5 C 3.03 -0.41 -0.05  0.43
6 N 4.10 -0.03 0.17  -0.55
7 N 0.52 0.88 0.23  -0.21
8 C -0.62 1.70 -0.24  -0.91
9 H -2.39 -0.68 -0.41  0.28
10 H -1.63 -0.56 1.23  0.30
11 H -2.06 -2.21 0.47  0.31
12 H -0.05 -2.13 -0.60  0.28
13 H 1.32 1.40 0.51  0.26
14 H -0.23 2.68 -0.54  0.32
15 H -1.20 1.26 -1.08  0.31
16 H -1.32 1.87 0.59  0.29

Results
Lowest unoccupied orbital energy   0.51 eV
Frontier orbital gap   9.3 eV

Run 2
One molecule with the formula C4H8N4. Source: the Open Molecules 2025 dataset; level of theory: ωB97M-V/def2-TZVPD.

Last column: Mulliken charge in e.
Geometry (Å):
1 C 1.36 -2.08 1.04  -1.09
2 C 0.26 -1.68 0.47  0.74
3 N -0.78 -1.45 -0.04  -0.71
4 N -0.98 -0.13 -0.32  0.76
5 N -2.29 0.30 -0.14  -0.76
6 C 0.07 0.87 -0.37  0.55
7 C 1.16 0.73 -1.13  -1.13
8 N -0.16 2.09 0.26  -0.56
9 H 2.26 -1.47 0.97  0.31
10 H 1.42 -3.05 1.51  0.27
11 H -2.84 -0.52 0.12  0.29
12 H -2.63 0.60 -1.05  0.21
13 H 1.37 -0.20 -1.65  0.34
14 H 1.89 1.53 -1.23  0.26
15 H 0.70 2.55 0.55  0.25
16 H -0.82 1.93 1.02  0.26

Results
Lowest unoccupied orbital energy (alpha / beta)   0.14 / 0.14 eV
Frontier orbital gap (alpha / beta)   7.2 / 7.2 eV

Name the most stable of them. run 1.

Run 1
One molecule with the formula C4H8N4. Source: the Open Molecules 2025 dataset; level of theory: ωB97M-V/def2-TZVPD.

Last column: Mulliken charge in e.
Geometry (Å):
1 C -2.12 0.37 -1.56  -0.85
2 C 1.96 0.19 1.32  -0.89
3 N -1.16 -0.04 -0.55  -0.53
4 N 0.81 -0.32 0.57  0.01
5 C 0.13 -1.32 0.91  0.61
6 C -0.01 0.55 -0.56  0.55
7 N -0.25 -2.41 1.25  -0.44
8 N 0.56 1.54 -1.11  -0.77
9 H -1.11 -2.57 1.76  0.30
10 H 1.57 1.62 -1.01  0.19
11 H -1.70 0.36 -2.57  0.29
12 H -2.50 1.38 -1.37  0.26
13 H -2.97 -0.32 -1.53  0.29
14 H 2.66 0.62 0.60  0.27
15 H 2.47 -0.62 1.85  0.39
16 H 1.65 0.97 2.01  0.30

Results
Lowest unoccupied orbital energy   0.56 eV
Frontier orbital gap   8.3 eV

Run 2
One molecule with the formula C4H8N4. Source: the Open Molecules 2025 dataset; level of theory: ωB97M-V/def2-TZVPD.

Last column: Mulliken charge in e.
Geometry (Å):
1 C 1.58 -1.23 -0.03  -0.18
2 C 1.88 0.07 -0.03  -0.06
3 N 1.12 1.22 -0.11  -0.14
4 N -0.26 1.17 -0.46  -0.52
5 C -1.28 0.58 0.45  -0.50
6 C -1.73 -0.67 -0.09  -0.28
7 N -0.48 -1.03 -0.78  -0.17
8 N 0.27 -1.62 0.10  -0.44
9 H 2.35 -1.99 0.30  0.29
10 H 2.97 0.33 0.34  0.22
11 H 1.49 2.08 -0.20  0.17
12 H -0.33 0.95 -1.50  0.34
13 H -2.11 1.31 0.53  0.31
14 H -0.92 0.76 1.44  0.30
15 H -1.97 -1.35 0.75  0.33
16 H -2.57 -0.57 -0.72  0.33

Results
Lowest unoccupied orbital energy   0.74 eV
Frontier orbital gap   8.6 eV

Run 3
One molecule with the formula C4H8N4. Source: the Open Molecules 2025 dataset; level of theory: ωB97M-V/def2-TZVPD.

Last column: Mulliken charge in e.
Geometry (Å):
1 C 0.30 0.37 0.77  0.58
2 C 1.20 1.14 1.21  -0.95
3 C 0.77 0.28 -2.68  -0.70
4 C -1.63 -0.58 1.94  -0.82
5 N -0.40 -1.26 -1.23  -0.24
6 N -0.76 -1.60 -0.10  -0.54
7 N 0.38 -0.28 -1.43  0.14
8 N -0.52 -0.60 0.98  0.31
9 H 1.60 1.09 2.21  0.26
10 H 1.76 1.84 0.75  0.31
11 H 1.45 1.20 -2.33  0.22
12 H 1.39 -0.37 -3.27  0.26
13 H -0.02 0.59 -3.45  0.27
14 H -2.00 0.43 1.98  0.31
15 H -2.35 -1.40 1.71  0.33
16 H -1.17 -0.84 2.93  0.28

Results
Lowest unoccupied orbital energy   0.50 eV
Frontier orbital gap   8.7 eV

Name the most stable of them. run 1.

Run 1
One molecule with the formula C4H8N4. Source: the Open Molecules 2025 dataset; level of theory: ωB97M-V/def2-TZVPD.

Last column: Mulliken charge in e.
Geometry (Å):
1 N -0.79 1.93 1.17  -0.77
2 N -2.01 -0.60 0.29  -0.30
3 C -0.87 -0.08 -0.16  -0.08
4 N -0.15 0.76 0.69  0.22
5 H -0.40 2.13 2.08  0.26
6 H -0.55 2.71 0.56  0.25
7 H -2.20 -0.60 1.28  0.24
8 H -2.73 -0.93 -0.34  0.24
9 H -0.79 -0.01 -1.24  0.39
10 C 1.11 -0.98 -0.23  -0.28
11 C 1.47 -1.42 -1.45  -0.62
12 C 1.22 0.62 0.30  0.36
13 N 2.20 1.31 0.39  -0.72
14 H 1.21 -1.66 0.61  0.30
15 H 1.36 -0.79 -2.33  0.25
16 H 1.91 -2.40 -1.61  0.25

Results
Lowest unoccupied orbital energy (alpha / beta)   -0.65 / -0.44 eV
Frontier orbital gap (alpha / beta)   6.0 / 6.9 eV

Run 2
One molecule with the formula C4H8N4. Source: the Open Molecules 2025 dataset; level of theory: ωB97M-V/def2-TZVPD.

Last column: Mulliken charge in e.
Geometry (Å):
1 H -3.37 -1.70 -0.14  0.23
2 N -3.64 -0.75 -0.09  -0.59
3 C -2.76 0.21 0.02  0.10
4 N -1.41 0.20 0.36  -0.23
5 C -0.56 1.24 -0.05  -0.02
6 N 0.77 1.26 -0.26  -0.55
7 N 1.01 -0.25 -0.02  -0.19
8 C 2.26 -0.66 -0.67  -0.40
9 C 2.26 -0.17 0.85  -0.50
10 H -3.10 1.22 0.20  0.29
11 H -0.70 -0.67 0.24  0.45
12 H -1.12 2.04 -0.55  0.31
13 H 2.67 0.06 -1.43  0.29
14 H 2.54 -1.82 -0.87  0.22
15 H 2.42 -1.05 1.47  0.27
16 H 2.74 0.84 0.96  0.33

Results
Lowest unoccupied orbital energy   1.03 eV
Frontier orbital gap   10.3 eV

Name the most stable of them. run 2.

Run 1
A 2-piece molecular cluster, C3H8S overall. Source: the Open Molecules 2025 dataset; level of theory: ωB97M-V/def2-TZVPD.

Last column: Mulliken charge in e.
Geometry (Å):
1 C 3.32 3.74 3.19  -0.40
2 C 3.36 4.80 3.99  -0.47
3 H 3.64 3.81 2.16  0.22
4 H 3.03 2.76 3.55  0.22
5 H 3.80 5.77 3.82  0.23
6 H 3.07 4.68 5.03  0.20
7 C -2.69 -3.29 -1.52  -0.70
8 S -1.66 -2.19 -2.55  -0.19
9 H -2.56 -2.95 -0.49  0.25
10 H -3.72 -3.22 -1.84  0.26
11 H -2.28 -4.30 -1.53  0.27
12 H -1.92 -2.81 -3.71  0.11

Results
Lowest unoccupied orbital energy   1.06 eV
Frontier orbital gap   10.1 eV

Run 2
A 2-piece molecular cluster, C3H8S overall. Source: the Open Molecules 2025 dataset; level of theory: ωB97M-V/def2-TZVPD.

Last column: Mulliken charge in e.
Geometry (Å):
1 C 2.16 1.32 1.08  -0.49
2 C 2.18 1.59 -0.25  -0.47
3 H 3.17 1.24 1.50  0.21
4 H 1.30 1.04 1.67  0.25
5 H 2.99 1.22 -0.86  0.25
6 H 1.28 2.07 -0.60  0.25
7 C -2.46 -1.56 -0.04  -0.77
8 S -1.30 -0.40 -0.89  -0.15
9 H -1.86 -2.21 0.58  0.28
10 H -3.00 -2.24 -0.71  0.31
11 H -3.16 -0.92 0.49  0.23
12 H -1.31 -1.14 -1.98  0.10

Results
Lowest unoccupied orbital energy   0.93 eV
Frontier orbital gap   10.0 eV

Name the most stable of them. run 1.

Run 1
One molecule with the formula C6H10O4. Source: the Open Molecules 2025 dataset; level of theory: ωB97M-V/def2-TZVPD.

Last column: Mulliken charge in e.
Geometry (Å):
1 O -1.27 -0.89 1.47  -0.59
2 C -1.15 0.24 0.63  -0.49
3 C -0.98 -0.19 -0.88  -0.41
4 O -1.94 -1.27 -1.08  -0.60
5 C 0.50 -0.66 -0.96  -0.26
6 O 0.80 -1.72 -0.02  -0.70
7 C 1.43 0.55 -0.84  -0.88
8 C 1.15 1.31 0.38  -0.04
9 O 1.06 0.53 1.61  -0.52
10 C -0.12 1.19 1.07  -0.28
11 H -0.58 -1.52 1.26  0.51
12 H -2.14 0.71 0.54  0.43
13 H -1.19 0.55 -1.57  0.62
14 H -2.03 -1.83 -0.27  0.43
15 H 0.52 -1.19 -1.91  0.46
16 H 1.11 -1.33 0.78  0.43
17 H 1.28 1.09 -1.76  0.42
18 H 2.45 0.28 -0.76  0.37
19 H 1.57 2.28 0.50  0.59
20 H -0.47 1.88 1.81  0.52

Results
Lowest unoccupied orbital energy   0.75 eV
Frontier orbital gap   10.4 eV

Run 2
C6H10O4 as an isolated structure. Source: the Open Molecules 2025 dataset; level of theory: ωB97M-V/def2-TZVPD.

Last column: Mulliken charge in e.
Geometry (Å):
1 C 0.90 -0.54 -0.49  -0.26
2 C 0.05 -2.00 -0.18  -0.69
3 C -1.32 -1.17 0.17  -0.43
4 C -1.52 0.16 -0.26  0.21
5 C -0.96 1.41 0.18  0.07
6 C 0.52 0.66 0.45  0.54
7 H 2.64 -0.26 -0.45  0.37
8 H 0.66 -0.21 -1.62  0.23
9 H 0.52 -2.55 0.68  0.33
10 H -0.15 -2.60 -1.09  0.34
11 H -1.38 -1.57 1.29  0.20
12 H -1.70 0.12 -1.49  0.15
13 H -1.27 1.76 1.21  0.28
14 H 0.30 2.98 -0.01  0.37
15 H 0.38 -0.03 1.45  0.25
16 H 2.32 1.78 1.27  0.43
17 O 2.15 -1.20 -0.47  -0.51
18 O -2.73 -0.65 0.05  -0.50
19 O -0.88 2.25 -1.02  -0.66
20 O 1.50 1.67 0.30  -0.75

Results
Lowest unoccupied orbital energy   -1.22 eV
Frontier orbital gap   7.8 eV

Name the most stable of them. run 1.

Run 1
A 2-piece molecular cluster, C3H12N4O overall. Source: the Open Molecules 2025 dataset; level of theory: ωB97M-V/def2-TZVPD.

Last column: Mulliken charge in e.
Geometry (Å):
1 C -1.82 1.95 0.56  -1.21
2 C -0.37 1.47 0.61  -0.41
3 N -0.03 0.57 -0.48  -0.21
4 C -0.44 -0.75 -0.40  0.81
5 N -0.64 -1.34 -1.65  -0.62
6 O -0.95 -1.25 0.63  -0.75
7 H -2.03 2.62 1.39  0.37
8 H -2.49 1.09 0.62  0.32
9 H -2.02 2.49 -0.36  0.31
10 H -0.20 0.93 1.54  0.30
11 H 0.32 2.32 0.58  0.39
12 H -0.11 0.99 -1.40  0.24
13 H -0.88 -2.32 -1.58  0.25
14 H 0.04 -1.13 -2.36  0.20
15 N 1.54 -1.81 0.16  -0.35
16 N 2.51 -0.80 0.56  -0.65
17 H 0.73 -1.92 0.88  0.26
18 H 2.06 -2.67 -0.03  0.19
19 H 2.82 -0.36 -0.31  0.26
20 H 1.98 -0.08 1.03  0.30

Results
Lowest unoccupied orbital energy   0.88 eV
Frontier orbital gap   8.9 eV

Run 2
A 2-piece molecular cluster, C3H12N4O overall. Source: the Open Molecules 2025 dataset; level of theory: ωB97M-V/def2-TZVPD.

Last column: Mulliken charge in e.
Geometry (Å):
1 N 2.63 -0.49 1.24  -0.66
2 C 1.68 -0.53 0.16  0.21
3 N 2.39 -1.04 -0.99  -0.61
4 N 0.42 -1.50 0.50  0.05
5 O 0.22 -1.62 1.70  -0.34
6 H 2.89 -1.45 1.47  0.29
7 H 2.16 -0.13 2.06  0.27
8 H 1.42 0.51 -0.07  0.29
9 H 1.72 -1.39 -1.67  0.23
10 H 2.96 -1.85 -0.75  0.26
11 C -1.65 0.85 -1.56  -0.94
12 N -1.29 0.60 -0.18  -0.04
13 C -2.31 1.02 0.76  -0.94
14 H -0.84 0.50 -2.21  0.25
15 H -1.79 1.91 -1.76  0.33
16 H -2.57 0.32 -1.83  0.31
17 H -0.30 0.91 0.07  0.14
18 H -2.42 2.11 0.78  0.31
19 H -3.28 0.58 0.52  0.32
20 H -2.03 0.68 1.77  0.27

Results
Lowest unoccupied orbital energy (alpha / beta)   0.02 / 0.02 eV
Frontier orbital gap (alpha / beta)   8.6 / 8.6 eV

Name the most stable of them. run 1.